i) # C3H2N2OS

A molecular structure, C3H2N2OS (ωB97M-V/def2-TZVPD, OMol25).

Structure (XYZ):
```
9
Properties=species:S:1:pos:R:3
C 0.909 0.335 -0.178
C 0.634 -0.936 0.202
C -0.205 1.223 -0.124
N -0.648 -1.128 0.579
N -1.466 0.032 0.501
O -0.589 2.366 -0.152
S -1.950 -1.184 -0.553
H 1.865 0.884 -0.488
H 1.452 -1.591 0.213
```

LUMO level ... -1.05 eV
E_HOMO ... -8.66 eV
Orbital gap ... 7.6 eV

ii) # C3H2N2OS

C3H2N2OS in the gas phase (ωB97M-V/def2-TZVPD, OMol25).

Structure (XYZ):
```
9
Properties=species:S:1:pos:R:3
O -1.305 2.119 -0.584
C -0.398 1.628 -0.071
N 0.854 1.446 0.213
N -0.153 0.314 0.461
C -0.339 -0.901 -0.278
C 0.262 -2.112 0.016
S 0.741 -3.498 0.475
H 1.338 1.833 0.988
H -1.000 -0.828 -1.221
```

LUMO level ... -0.68 eV
Structure (SMILES) ... O=C1NN1C=C=S
E_HOMO ... -8.37 eV
Orbital gap ... 7.7 eV

iii) # C3H2N2OS

C3H2N2OS in the gas phase (ωB97M-V/def2-TZVPD, OMol25).

Structure (XYZ):
```
9
Properties=species:S:1:pos:R:3
O 0.983 -1.551 1.320
C 0.491 -0.858 0.536
C -0.757 -0.990 -0.344
N -1.172 0.118 -0.920
C -0.183 1.039 -0.549
S -0.414 2.545 -1.114
N 0.801 0.540 0.266
H -1.193 -1.979 -0.191
H 1.444 1.136 0.995
```

LUMO level ... -1.74 eV
Structure (SMILES) ... O=C1C=NC(=S)N1
E_HOMO ... -9.19 eV
Orbital gap ... 7.5 eV

Least stable of them? ii).

i) # C3H2N2OS

C3H2N2OS in the gas phase (ωB97M-V/def2-TZVPD, OMol25).

Structure (XYZ):
```
9
Properties=species:S:1:pos:R:3
C -1.087 0.049 0.023
C -0.177 -0.947 -0.037
C -0.353 1.329 -0.071
N 1.069 0.872 0.007
N 1.083 -0.364 0.123
O -0.755 2.487 -0.011
S 2.630 -1.450 0.073
H -2.209 0.107 0.006
H -0.200 -2.084 -0.113
```

LUMO level (spin up / spin down) ... -2.91 / -2.91 eV
E_HOMO (spin up / spin down) ... -9.29 / -9.29 eV
Orbital gap (spin up / spin down) ... 6.4 / 6.4 eV

ii) # C3H2N2OS

C3H2N2OS in the gas phase (ωB97M-V/def2-TZVPD, OMol25).

Structure (XYZ):
```
9
Properties=species:S:1:pos:R:3
C -0.248 -0.625 -0.787
C -0.250 0.674 -0.633
C 0.784 -1.413 -0.147
N 1.544 -1.862 0.600
N -1.071 0.748 1.979
O 0.659 1.233 0.090
S 0.307 1.068 1.812
H -0.956 -1.146 -1.474
H -0.770 1.323 -1.441
```

LUMO level ... -1.12 eV
E_HOMO ... -10.04 eV
Orbital gap ... 8.9 eV

Least stable of them? i).

i) # C3H2N2OS

C3H2N2OS in the gas phase (ωB97M-V/def2-TZVPD, OMol25).

Structure (XYZ):
```
9
Properties=species:S:1:pos:R:3
C 2.402 -0.098 0.214
N 1.154 0.300 -0.398
S -0.155 -0.708 -0.265
C -1.432 0.396 -0.148
O -1.404 1.574 -0.049
C -2.730 -0.241 -0.181
N -3.839 -0.607 0.113
H 2.635 -1.195 0.638
H 3.370 0.579 0.075
```

LUMO level ... -1.10 eV
Structure (SMILES) ... C=NSC(=O)C#N
E_HOMO ... -10.02 eV
Orbital gap ... 8.9 eV

ii) # C3H2N2OS

C3H2N2OS in the gas phase (ωB97M-V/def2-TZVPD, OMol25).

Structure (XYZ):
```
9
Properties=species:S:1:pos:R:3
H -1.891 -1.430 0.293
N -1.112 -1.554 -0.241
C -0.552 -0.445 -0.204
N -0.907 0.721 0.646
C 0.199 1.281 0.632
O 1.286 0.825 -0.042
C 0.875 -0.253 -0.647
S 1.584 -1.218 -1.738
H 0.517 2.072 1.300
```

LUMO level ... -1.17 eV
Structure (SMILES) ... [H]/N=C1\N=COC1=S
E_HOMO ... -9.30 eV
Orbital gap ... 8.1 eV

Least stable of them? i).

i) # C36H76N4O4

4 unconnected molecules or ions with the total composition C36H76N4O4 (ωB97M-V/def2-TZVPD, OMol25).

Structure (XYZ):
```
120
Properties=species:S:1:pos:R:3
C -2.967 -0.407 10.690
C -3.023 -1.863 10.105
C -1.588 -2.130 9.338
C -3.118 -2.980 11.106
C -4.433 -3.085 11.913
C -5.572 -3.215 10.842
C -5.668 -2.031 9.809
C -6.734 -2.457 8.675
C -6.141 -0.686 10.350
N -4.247 -2.010 9.192
O -4.219 -1.069 8.164
H -1.914 -0.148 10.800
H -3.284 0.376 10.001
H -3.611 -0.319 11.565
H -1.592 -3.181 9.050
H -1.383 -1.606 8.404
H -0.752 -1.926 10.007
H -2.959 -3.990 10.728
H -2.272 -2.776 11.763
H -4.474 -3.935 12.594
H -4.611 -2.167 12.473
H -6.589 -3.339 11.214
H -5.222 -4.159 10.424
H -7.620 -2.822 9.194
H -6.146 -3.106 8.026
H -7.001 -1.730 7.907
H -7.200 -0.582 10.117
H -5.687 0.218 9.944
H -5.971 -0.615 11.424
H -4.314 -1.613 7.379
C 4.713 -1.513 -9.784
C 4.132 -1.211 -11.139
C 5.341 -0.961 -12.126
C 3.253 -2.454 -11.521
C 2.328 -2.412 -12.739
C 1.432 -1.116 -12.602
C 2.262 0.161 -12.298
C 3.039 0.494 -13.596
C 1.187 1.208 -12.027
N 3.160 -0.089 -11.113
O 3.809 0.955 -10.631
H 5.384 -0.798 -9.308
H 3.965 -1.591 -8.996
H 5.048 -2.549 -9.732
H 5.610 0.044 -12.451
H 6.286 -1.315 -11.713
H 5.195 -1.446 -13.091
H 3.801 -3.356 -11.793
H 2.796 -2.745 -10.575
H 3.026 -2.362 -13.575
H 1.765 -3.329 -12.569
H 0.604 -1.410 -11.957
H 1.043 -1.001 -13.614
H 3.476 1.446 -13.297
H 2.354 0.844 -14.368
H 3.867 -0.121 -13.947
H 0.739 1.073 -11.043
H 0.435 1.176 -12.816
H 1.645 2.193 -11.939
H 2.990 1.323 -10.290
C 1.765 3.908 3.952
C 1.274 5.363 3.695
C 0.973 6.084 5.079
C 2.305 6.044 2.816
C 1.885 7.387 2.275
C 0.607 7.252 1.462
C -0.499 6.578 2.298
C -1.180 7.575 3.252
C -1.493 6.108 1.236
N -0.013 5.395 2.996
O -1.025 4.674 3.604
H 1.656 3.299 3.054
H 2.816 3.627 4.017
H 1.198 3.448 4.761
H -0.086 6.172 5.322
H 1.570 5.699 5.906
H 1.369 7.099 5.076
H 3.215 6.254 3.378
H 2.712 5.427 2.015
H 1.575 8.031 3.098
H 2.856 7.745 1.934
H 0.731 6.762 0.497
H 0.303 8.291 1.329
H -1.993 8.167 2.833
H -0.512 8.307 3.708
H -1.625 7.025 4.081
H -2.136 6.909 0.873
H -2.277 5.465 1.636
H -1.053 5.689 0.331
H -1.188 3.991 2.949
C -1.223 -4.042 -0.724
C 0.197 -3.909 -0.166
C 0.132 -3.966 1.363
C 0.934 -5.245 -0.413
C 1.287 -5.253 -1.946
C 2.062 -4.024 -2.326
C 1.326 -2.640 -2.003
C 2.352 -1.476 -2.204
C 0.138 -2.426 -3.066
N 0.880 -2.683 -0.637
O 0.232 -1.381 -0.300
H -1.343 -3.932 -1.801
H -1.878 -4.891 -0.526
H -1.791 -3.165 -0.415
H -0.258 -4.938 1.666
H 1.106 -3.926 1.851
H -0.453 -3.209 1.886
H 1.828 -5.234 0.211
H 0.303 -6.112 -0.214
H 1.866 -6.166 -2.087
H 0.314 -5.465 -2.390
H 2.130 -3.996 -3.413
H 3.099 -3.910 -2.011
H 1.991 -0.506 -2.545
H 3.077 -1.771 -2.962
H 3.105 -1.353 -1.426
H -0.608 -1.711 -2.721
H -0.206 -3.437 -3.281
H 0.587 -1.809 -3.844
H 0.711 -0.985 0.432
```

LUMO level ... 0.44 eV
Structure (SMILES) ... CC1(C)CCCC(C)(C)N1O.CC1(C)CCCC(C)(C)N1O.CC1(C)CCCC(C)(C)N1O.CC1(C)CCCC(C)(C)N1O
E_HOMO ... -7.86 eV
Orbital gap ... 8.3 eV

ii) # C36H76N4O4

4 unconnected molecules or ions with the total composition C36H76N4O4 (ωB97M-V/def2-TZVPD, OMol25).

Structure (XYZ):
```
120
Properties=species:S:1:pos:R:3
C 2.996 3.370 2.758
C 1.808 4.137 3.438
C 2.144 4.348 4.986
C 1.474 5.449 2.718
C 0.092 6.193 2.985
C -0.934 5.112 2.678
C -0.748 3.833 3.602
C -1.018 4.180 5.139
C -1.758 2.795 3.125
N 0.610 3.334 3.310
O 0.818 1.924 3.634
H 2.803 3.202 1.698
H 3.964 3.864 2.838
H 3.112 2.331 3.067
H 2.011 5.412 5.182
H 1.628 3.682 5.677
H 3.198 4.135 5.163
H 2.314 6.110 2.928
H 1.575 5.299 1.644
H 0.036 6.608 3.991
H 0.279 7.057 2.347
H -0.913 4.973 1.597
H -1.853 5.612 2.981
H -2.001 4.599 5.351
H -0.231 4.868 5.448
H -0.862 3.290 5.750
H -1.599 1.970 3.820
H -1.564 2.371 2.140
H -2.794 3.116 3.237
H 1.205 1.585 2.823
C -6.537 0.770 -4.767
C -5.999 -0.219 -3.638
C -4.736 0.425 -2.913
C -7.178 -0.532 -2.738
C -7.198 -1.911 -2.051
C -6.902 -3.001 -3.094
C -5.516 -2.841 -3.755
C -4.409 -3.176 -2.688
C -5.512 -3.776 -5.032
N -5.398 -1.468 -4.229
O -4.397 -1.395 -5.098
H -7.324 1.412 -4.373
H -5.716 1.426 -5.056
H -6.761 0.271 -5.710
H -3.906 0.662 -3.579
H -4.928 1.350 -2.370
H -4.389 -0.249 -2.130
H -7.273 0.120 -1.870
H -8.143 -0.509 -3.245
H -6.608 -1.895 -1.135
H -8.162 -2.157 -1.606
H -7.684 -3.279 -3.800
H -7.002 -3.839 -2.405
H -3.398 -3.175 -3.094
H -4.535 -4.216 -2.388
H -4.360 -2.592 -1.769
H -6.144 -3.469 -5.865
H -5.727 -4.822 -4.814
H -4.509 -3.739 -5.455
H -3.586 -1.279 -4.598
C 4.740 -5.543 1.400
C 4.372 -4.012 1.431
C 4.677 -3.274 0.101
C 2.808 -4.050 1.704
C 2.344 -2.662 2.134
C 3.127 -2.345 3.412
C 4.671 -2.191 3.242
C 5.018 -0.788 2.692
C 5.345 -2.209 4.655
N 5.168 -3.303 2.529
O 6.569 -3.442 2.346
H 4.796 -6.039 2.369
H 4.075 -6.170 0.807
H 5.718 -5.702 0.945
H 3.965 -3.652 -0.632
H 4.436 -2.211 0.100
H 5.708 -3.370 -0.239
H 2.154 -4.190 0.843
H 2.546 -4.827 2.422
H 2.726 -2.027 1.335
H 1.266 -2.535 2.232
H 2.906 -3.066 4.199
H 2.693 -1.478 3.909
H 4.280 -0.796 1.891
H 5.995 -0.940 2.234
H 4.723 0.005 3.380
H 5.259 -3.134 5.225
H 4.902 -1.370 5.192
H 6.366 -1.911 4.420
H 6.824 -4.102 2.995
C 2.590 1.955 -0.620
C 1.243 1.335 -1.336
C -0.008 1.087 -0.310
C 0.873 2.361 -2.433
C -0.033 1.852 -3.600
C 0.539 0.524 -4.164
C 0.876 -0.531 -3.056
C -0.459 -1.225 -2.696
C 1.820 -1.670 -3.735
N 1.634 0.093 -1.949
O 2.117 -0.867 -1.088
H 3.379 1.950 -1.372
H 2.468 2.997 -0.325
H 2.897 1.328 0.217
H -0.141 0.026 -0.097
H 0.284 1.353 0.706
H -0.913 1.519 -0.737
H 0.300 3.155 -1.952
H 1.714 2.701 -3.037
H -1.041 1.531 -3.337
H -0.022 2.643 -4.350
H 1.410 0.696 -4.796
H -0.010 0.011 -4.954
H -0.502 -1.951 -1.885
H -0.912 -1.675 -3.579
H -1.233 -0.598 -2.252
H 2.807 -1.227 -3.871
H 1.401 -1.985 -4.690
H 2.040 -2.548 -3.128
H 2.847 -1.161 -1.637
```

LUMO level ... 0.51 eV
Structure (SMILES) ... CC1(C)CCCC(C)(C)N1O.CC1(C)CCCC(C)(C)N1O.CC1(C)CCCC(C)(C)N1O.CC1(C)CCCC(C)(C)N1O
E_HOMO ... -7.67 eV
Orbital gap ... 8.2 eV

Least stable of them? i).

i) # CH4S2

CH4S2 in the gas phase (ωB97M-V/def2-TZVPD, OMol25).

Structure (XYZ):
```
7
Properties=species:S:1:pos:R:3
S -0.886 -0.186 -1.013
C 0.137 -0.333 0.365
S 0.924 1.369 0.527
H -2.084 -0.513 -0.416
H -0.263 -0.694 1.338
H 0.992 -0.912 0.134
H 1.180 1.269 -0.935
```

LUMO level ... 0.59 eV
Structure (SMILES) ... SCS
E_HOMO ... -8.77 eV
Orbital gap ... 9.4 eV

ii) # CH4S2

2 unconnected molecules or ions with the total composition CH4S2 (ωB97M-V/def2-TZVPD, OMol25).

Structure (XYZ):
```
7
Properties=species:S:1:pos:R:3
C 1.705 -0.078 0.103
S 0.574 1.039 -0.089
H 1.689 -0.779 0.853
H 2.605 -0.289 -0.414
S -2.780 -0.042 -0.009
H -1.851 -0.917 -0.437
H -1.941 1.065 -0.006
```

LUMO level ... -0.67 eV
Structure (SMILES) ... C=S.S
E_HOMO ... -9.07 eV
Orbital gap ... 8.4 eV

Least stable of them? ii).

i) # C4H8O4

C4H8O4 in the gas phase (ωB97M-V/def2-TZVPD, OMol25).

Structure (XYZ):
```
16
Properties=species:S:1:pos:R:3
C 0.763 0.560 -1.528
C 0.054 -0.491 -0.691
O 0.998 -1.407 -0.045
C -0.706 0.088 0.525
O -1.679 -0.803 0.953
O -1.254 1.352 0.264
C 0.364 0.250 1.633
O 0.258 -0.324 2.682
H 1.584 0.998 -0.966
H 0.066 1.351 -1.794
H 1.160 0.111 -2.436
H -0.657 -1.072 -1.293
H 1.590 -1.792 -0.702
H -1.424 -1.109 1.841
H -2.200 1.230 0.117
H 1.082 1.059 1.441
```

LUMO level ... 0.76 eV
Structure (SMILES) ... C[C@@H](O)C(O)(O)C=O
E_HOMO ... -9.87 eV
Orbital gap ... 10.6 eV

ii) # C4H8O4

C4H8O4 in the gas phase (ωB97M-V/def2-TZVPD, OMol25).

Structure (XYZ):
```
16
Properties=species:S:1:pos:R:3
C 2.143 -0.943 -0.889
C 1.571 0.364 -0.425
O 2.156 1.380 -0.227
O 0.047 0.330 -0.687
C -0.153 0.397 0.717
C -1.983 0.492 0.747
O -2.249 1.004 -0.454
O -2.522 -0.750 0.988
H 1.376 -1.630 -1.230
H 2.848 -0.754 -1.696
H 2.677 -1.394 -0.052
H 0.113 1.344 1.172
H 0.004 -0.508 1.301
H -2.205 1.144 1.592
H -1.362 0.797 -1.035
H -2.460 -1.271 0.177
```

LUMO level ... 0.52 eV
Structure (SMILES) ... CC(=O)OCC(O)O
E_HOMO ... -9.37 eV
Orbital gap ... 9.9 eV

Least stable of them? ii).